(1)
16
Properties=species:S:1:pos:R:3:forces:R:3:mulliken_charge:R:1 method="wB97M-V/def2-TZVPD" homo_lumo_gap_ev=7.18 homo_ev=-7.074 lumo_energy_ev=0.1 total_charge=0
H -1.327631 0.562422 1.651604 0.12 0.02 -0.10 0.461
H 0.947124 -0.767481 2.236299 -0.02 0.10 -0.12 0.281
C -1.063997 -1.412826 -0.577167 0.19 0.19 0.14 -0.339
C -0.425641 0.539349 1.036015 -0.20 0.01 0.14 -0.360
H -0.626503 -0.081389 -2.899336 0.02 0.02 -0.10 0.147
C -0.039391 1.596744 0.020126 0.13 0.13 -0.21 -0.278
H -2.140757 -1.353099 -0.450986 0.14 -0.03 0.08 0.258
H 1.596922 0.903452 1.919601 -0.11 -0.12 -0.05 0.359
H -0.166791 0.372904 -2.512233 -0.08 -0.06 -0.14 -0.142
C 1.151045 -0.259111 0.060438 0.30 -0.23 -0.15 -0.054
H 1.828182 -1.038519 -0.295736 -0.10 0.18 0.06 0.420
H -0.609425 2.506683 -0.146294 0.13 -0.12 0.08 0.364
C 1.027347 1.116281 -0.690508 -0.24 0.06 0.37 -0.993
H -0.628129 -2.086371 -1.309429 -0.05 0.06 0.13 0.358
C 0.964823 0.093850 1.555877 0.11 0.07 0.19 -0.549
N -0.302488 -0.644496 0.079941 -0.35 -0.29 -0.31 0.067


(2)
16
Properties=species:S:1:pos:R:3:forces:R:3:mulliken_charge:R:1 method="wB97M-V/def2-TZVPD" homo_lumo_gap_ev=8.61 homo_ev=-7.639 lumo_energy_ev=1.0 total_charge=0
C -0.035522 0.783641 1.221370 0.00 -0.09 -0.18 0.397
H 1.979535 0.672343 0.356028 -0.28 -0.02 -0.21 0.397
C -0.599707 2.060164 0.634575 -0.30 0.23 -0.43 -1.177
N -1.072987 -0.137583 1.181392 -0.19 0.28 -0.41 -0.151
C -0.836780 -1.022162 0.177920 0.10 -0.35 0.10 -0.987
H -1.467106 2.498675 1.145865 0.39 0.01 0.15 0.283
H -1.620155 -1.653553 -0.215004 0.17 -0.32 0.30 0.373
H 1.318902 -2.669356 -1.037705 0.15 0.00 -0.16 0.270
H 0.499752 -1.662639 -2.240134 0.09 0.02 0.29 0.292
C 1.130391 -1.636537 -1.339753 0.15 -0.29 -0.08 -1.155
H 2.078634 -1.171646 -1.625202 -0.10 -0.12 0.09 0.312
H 0.127788 2.819493 0.346177 0.00 -0.01 0.42 0.305
H -0.993902 1.628287 -0.328969 0.11 0.75 0.39 0.341
H -1.993665 0.159684 1.461193 -0.03 -0.16 -0.16 0.264
C 0.479623 -0.880628 -0.229115 -0.16 0.01 -0.02 0.937
C 1.005199 0.211818 0.491363 -0.10 0.07 -0.08 -0.700


(3)
16
Properties=species:S:1:pos:R:3:forces:R:3:mulliken_charge:R:1 method="wB97M-V/def2-TZVPD" homo_lumo_gap_ev=10.01 homo_ev=-8.919 lumo_energy_ev=1.1 total_charge=0
H 0.201600 1.128402 -1.864958 -0.01 0.03 0.19 0.362
H -1.708662 1.025818 1.060698 -0.01 -0.17 -0.07 0.250
H 1.274664 1.372494 1.069190 0.07 -0.07 -0.12 0.188
C 0.459594 0.747932 -0.879436 -0.28 0.24 -0.22 -0.277
H -1.338987 -0.586876 1.844406 0.00 0.10 -0.15 0.253
C -1.715385 -0.733261 -0.343182 -0.06 -0.12 -0.17 -0.596
H 2.103829 2.132140 -0.385156 -0.06 -0.15 0.05 0.257
C 0.999874 -1.029241 0.084126 0.02 -0.22 0.15 -0.440
H -1.964905 -1.789604 -0.286790 0.10 0.15 0.01 0.251
H -2.269040 -0.180182 -1.098418 0.07 -0.13 0.10 0.253
C -0.318569 -0.278474 -0.092936 0.00 0.03 0.03 0.508
C 1.481221 1.329565 0.000136 0.08 0.18 0.17 -0.276
H 1.348541 -1.226350 1.105522 -0.06 0.11 -0.11 0.289
H 1.063680 -1.952526 -0.498743 -0.05 0.11 0.07 0.282
C -1.373873 -0.000245 0.929194 0.00 0.11 0.17 -0.790
N 1.756412 0.040414 -0.643656 0.17 -0.21 -0.11 -0.515


(4)
16
Properties=species:S:1:pos:R:3:forces:R:3:mulliken_charge:R:1 method="wB97M-V/def2-TZVPD" homo_lumo_gap_ev="8.31 / 7.92" homo_ev="-8.545 / -8.164" lumo_energy_ev="-0.2 / -0.2" total_charge=0
H 0.759941 -1.046535 -2.207720 -0.10 0.15 0.01 0.232
C -1.066448 0.771602 1.217451 0.33 0.37 -0.11 -0.068
H -1.081906 -1.355256 0.992525 0.03 0.13 -0.13 0.329
N 0.071702 -0.356565 -1.880618 0.04 -0.33 -0.09 -0.824
C 1.348059 -0.868533 0.186972 0.05 -0.04 0.02 -1.658
C 0.191889 -0.179877 -0.532066 0.04 0.08 0.22 1.369
H -2.100540 -0.441564 -0.173989 0.18 0.02 0.05 0.330
H -0.385146 1.810784 -1.249806 0.06 -0.07 0.14 0.379
C 0.359975 1.290733 -0.657712 0.00 0.20 0.03 -0.959
C -1.200212 -0.416296 0.446153 0.00 -0.11 -0.10 -0.620
H 1.369149 -0.615563 1.251491 -0.02 -0.05 -0.13 0.382
H 1.379309 1.664487 -0.776207 -0.17 -0.07 0.05 0.354
H 1.271808 -1.956483 0.081658 -0.05 0.15 0.02 0.380
H 2.297640 -0.548464 -0.259479 -0.15 -0.05 0.05 0.440
H -0.175112 2.787733 1.573348 0.00 -0.13 -0.16 0.398
C -0.397598 1.825310 1.148572 -0.25 -0.26 0.12 -0.464


(5)
16
Properties=species:S:1:pos:R:3:forces:R:3:mulliken_charge:R:1 method="wB97M-V/def2-TZVPD" homo_lumo_gap_ev=9.67 homo_ev=-8.587 lumo_energy_ev=1.1 total_charge=0
H 1.295666 1.612397 1.765417 -0.06 -0.06 -0.17 0.390
H 0.633657 -1.097113 1.661484 0.37 0.03 -0.04 0.407
H 1.883646 0.924518 -1.010502 -0.08 0.12 0.02 0.301
H 0.631291 -2.130654 -0.573025 -0.31 0.25 -0.12 0.300
C -0.423194 -0.208981 -0.127549 -0.22 -0.02 -0.08 1.320
C 0.714464 -0.437473 0.806425 0.06 -0.18 0.21 -0.193
C 1.037423 1.072398 0.860128 0.06 0.06 0.25 -0.252
H 1.057713 -0.628792 -1.516254 1.34 -0.20 0.02 0.236
H -0.710164 2.135940 -0.278128 0.07 -0.16 0.06 0.435
H -2.373547 -0.270682 0.758489 -0.16 -0.01 -0.02 0.315
C 0.714087 -1.046176 -0.587424 -0.49 0.00 -0.25 -1.219
C -1.834074 -0.678794 -0.097477 -0.13 0.01 0.12 -1.436
H -2.358757 -0.392967 -1.016587 0.03 -0.01 0.13 0.342
H -1.841304 -1.770736 -0.041227 -0.13 0.10 0.10 0.334
C -0.006823 1.315904 -0.167355 -0.40 0.14 -0.04 -0.641
N 1.399368 1.599935 -0.426744 0.05 -0.07 -0.20 -0.638


(6)
16
Properties=species:S:1:pos:R:3:forces:R:3:mulliken_charge:R:1 method="wB97M-V/def2-TZVPD" homo_lumo_gap_ev=9.10 homo_ev=-8.379 lumo_energy_ev=0.7 total_charge=0
H 0.878291 1.209490 -1.345268 -0.14 -0.11 0.17 0.313
H 0.926831 -1.631707 -0.189522 0.05 0.09 -0.06 0.322
H 2.307725 -0.515748 -0.204372 -0.18 0.00 -0.06 0.345
C -0.745839 -0.124334 1.468798 -0.60 -0.61 -0.22 -0.622
C -0.974906 0.113026 -1.360956 -0.23 -0.12 -0.20 -0.696
H -0.004509 -0.851280 1.815099 -0.32 0.05 0.17 0.341
H 0.798968 1.108280 1.377500 0.43 0.33 -0.61 0.324
C -1.617781 -0.661661 -0.504472 0.25 0.23 0.55 0.462
C -0.004051 0.925545 0.647936 0.01 -0.15 0.26 -0.638
C 1.373103 -0.780732 -0.714088 -0.03 -0.07 0.01 -1.382
H 1.619473 -1.113860 -1.726070 -0.04 0.06 0.12 0.345
H -1.227602 0.357466 2.329980 -0.28 -0.50 -0.35 0.356
C 0.412362 0.405434 -0.761753 0.07 0.01 0.13 0.423
H -1.476515 0.844105 -1.976995 0.00 -0.10 -0.06 0.339
H -0.556614 1.868601 0.524316 0.00 -0.38 0.10 0.345
N -1.708934 -1.152624 0.619866 1.02 1.26 0.05 -0.577


(7)
16
Properties=species:S:1:pos:R:3:forces:R:3:mulliken_charge:R:1 method="wB97M-V/def2-TZVPD" homo_lumo_gap_ev=8.28 homo_ev=-7.593 lumo_energy_ev=0.7 total_charge=0
C 0.949384 -0.150302 -0.168558 -0.09 0.18 0.04 0.582
H -1.517169 1.624414 -0.972247 0.11 -0.31 -0.07 0.406
H -3.145220 0.432753 0.240709 0.12 0.04 0.10 0.325
C 2.348220 -0.278874 0.347454 0.00 -0.04 0.00 -1.161
C -1.119415 0.703389 -0.534906 -0.26 -0.07 -0.01 0.494
H -1.871924 0.441492 1.505788 -0.13 0.15 0.05 0.343
C -1.025031 -0.548422 -1.343713 0.48 -0.02 -0.03 -1.104
C -2.137317 0.110078 0.503555 -0.15 0.17 0.27 -1.226
H 0.571958 -2.073234 -1.126816 0.11 0.19 -0.14 0.358
H 2.701691 -1.304681 0.218824 -0.06 0.17 0.02 0.312
N 0.215512 0.948288 0.038836 0.03 -0.33 0.10 -0.169
H 0.540477 1.782115 0.506135 -0.13 -0.20 0.00 0.187
C 0.212004 -1.071503 -0.916857 0.03 -0.14 -0.24 -0.302
H 2.409178 -0.013707 1.408442 -0.03 -0.03 -0.16 0.327
H -2.156057 -0.986224 0.498868 0.11 0.34 0.00 0.329
H 3.023710 0.384425 -0.205512 -0.14 -0.08 0.07 0.298


(8)
16
Properties=species:S:1:pos:R:3:forces:R:3:mulliken_charge:R:1 method="wB97M-V/def2-TZVPD" homo_lumo_gap_ev=7.82 homo_ev=-7.110 lumo_energy_ev=0.7 total_charge=0
C 1.349442 -0.897833 0.903826 -0.02 0.00 0.00 -0.236
H -0.200971 -2.373415 1.165905 0.09 0.02 -0.08 0.226
H 2.172349 -1.212722 1.549931 -0.11 0.03 -0.19 0.371
C 1.582300 -0.307671 -0.269881 0.06 -0.13 0.44 -0.679
C 0.367902 -0.228835 -1.280083 -0.38 0.01 -0.07 -0.255
H -0.183892 -1.211373 2.474888 0.03 0.03 -0.17 0.325
H 0.584838 0.383265 -2.154414 -0.06 0.03 0.24 0.265
H -1.554999 0.085855 1.372839 0.16 -0.04 -0.10 0.326
C -0.040967 -1.312820 1.390715 -0.02 -0.23 -0.02 -0.552
C -0.629541 1.814804 -0.135299 -0.03 0.10 0.06 -1.244
N -1.020117 -0.462440 0.711351 0.24 0.47 -0.01 -0.340
H -0.911144 2.085789 0.886087 0.01 -0.01 -0.10 0.392
H 0.344768 2.271072 -0.339788 -0.02 -0.09 0.00 0.346
C -0.477687 0.329524 -0.276531 -0.13 0.08 0.00 0.501
H -1.347420 2.281488 -0.818152 0.05 -0.28 -0.07 0.283
H 0.091740 -1.239128 -1.580829 0.13 0.01 0.07 0.272


no.,strongest force on any atom (Eh/bohr)
1,0.011
2,0.017
3,0.008
4,0.010
5,0.026
6,0.031
7,0.009
8,0.010